1.
{
  "formula": "C40H88BF13O17S",
  "method": "ωB97M-V/def2-TZVPD",
  "species": ["S", "F", "F", "F", "F", "F", "F", "F", "F", "F", "F", "F", "F", "F", "O", "O", "O", "O", "O", "O", "O", "O", "O", "O", "O", "O", "O", "O", "O", "O", "O", "C", "C", "C", "C", "C", "C", "C", "C", "C", "C", "C", "C", "C", "C", "C", "C", "C", "C", "C", "C", "C", "C", "C", "C", "C", "C", "C", "C", "C", "C", "C", "C", "C", "C", "C", "C", "C", "C", "C", "C", "B", "H", "H", "H", "H", "H", "H", "H", "H", "H", "H", "H", "H", "H", "H", "H", "H", "H", "H", "H", "H", "H", "H", "H", "H", "H", "H", "H", "H", "H", "H", "H", "H", "H", "H", "H", "H", "H", "H", "H", "H", "H", "H", "H", "H", "H", "H", "H", "H", "H", "H", "H", "H", "H", "H", "H", "H", "H", "H", "H", "H", "H", "H", "H", "H", "H", "H", "H", "H", "H", "H", "H", "H", "H", "H", "H", "H", "H", "H", "H", "H", "H", "H", "H", "H", "H", "H", "H", "H"],
  "xyz": [[4.56307, 4.12702, 3.38062], [4.52689, 5.69397, 3.25204], [3.20782, 4.05288, 4.19100], [5.33032, 4.28613, 4.75780], [3.14452, 2.66171, 1.74902], [4.69008, 2.53711, 3.54990], [4.57045, 3.83262, 0.79165], [-0.67213, 3.99876, 0.32760], [0.96866, 5.65456, -0.10701], [0.49396, 3.25899, 1.98285], [3.35750, 5.94731, 0.74358], [5.97493, 4.08461, 2.64736], [2.31367, 4.18179, -0.86533], [1.95512, 5.54623, 2.30408], [4.87572, -8.93508, 9.23696], [3.14726, -0.68797, 3.46063], [6.61499, -1.46625, 0.36609], [-8.07306, 3.88343, -1.73598], [5.32865, 0.95887, -5.23222], [3.14116, -1.31936, 0.72987], [-4.82315, 3.76685, 2.43424], [-9.02520, 2.46166, -6.86895], [0.49985, -1.60922, 1.01140], [1.82099, -3.55563, -5.25520], [-10.40257, 1.62689, 0.67005], [4.06927, -4.75677, 5.95143], [-11.33450, 3.38265, 1.69059], [0.49230, -2.10308, -1.21881], [6.13308, -2.53893, -7.77531], [2.82436, -0.05039, -1.29439], [-0.09601, -3.63227, 0.35577], [-8.80492, 3.53415, -4.00630], [4.75378, -5.98258, 7.92830], [-6.82986, 0.77820, 1.65445], [0.02203, -0.70631, -1.07931], [-9.15954, 1.86460, 1.40440], [-4.86965, 5.14717, 2.09239], [3.72508, -0.90967, -2.02296], [4.67459, -8.72809, 10.63258], [3.15025, -5.07451, -6.59748], [3.79095, -4.97239, 7.33385], [-4.45869, -0.24468, 1.41166], [6.02559, -1.14031, -8.03708], [-5.54928, 0.64456, 0.76179], [-11.29449, 2.64958, 0.77676], [-3.71483, -1.04475, 0.28838], [-8.95474, 3.11736, -2.55521], [6.00141, -8.59935, 11.35717], [2.64006, 4.97114, 1.32197], [2.97769, -3.65754, -6.08572], [0.63461, 2.10868, -0.07530], [-8.25338, 1.46610, -8.94138], [3.89484, 2.84012, -5.74986], [-12.33155, 2.77940, -0.36319], [0.26870, -2.58238, 0.05351], [-8.23015, 1.41655, -7.42517], [4.59311, -1.64191, 5.15473], [7.28366, -0.62282, -8.70902], [-3.58209, 5.52332, 1.38594], [-8.00874, 1.09246, 0.70082], [8.33179, -2.03274, 1.98258], [0.53981, 3.48317, 0.65527], [3.65636, 3.87390, 1.74046], [1.61320, 4.52719, 0.21502], [7.28454, -1.02590, 1.54717], [0.55419, 0.92882, 0.93599], [3.77290, -0.44166, 4.71940], [-1.53985, -0.87029, -1.10179], [3.97101, 1.38661, -5.32163], [-2.30123, -0.38674, 0.15739], [0.76054, -0.41887, 0.21586], [2.33474, -0.62812, -0.13361], [4.40718, 0.43589, 4.60369], [3.46950, 0.74783, -6.04815], [3.20207, -1.84256, -2.26668], [-1.85404, -1.88743, -1.36246], [0.29376, -0.11285, -1.95152], [-9.27419, 1.35570, -9.31578], [-8.91353, 2.92905, 1.45085], [3.85404, -3.34415, -5.50954], [-1.79203, -0.58630, 1.10219], [-7.77834, 3.38610, -4.34266], [-9.46814, 2.96184, -4.64937], [5.15957, -0.99005, -8.68185], [1.93815, -4.15916, -4.51304], [5.85033, -8.43104, 12.42484], [-7.63763, 0.67299, -9.36893], [4.02994, -5.15340, -7.23839], [2.27120, -5.38412, -7.16503], [1.57501, 1.97184, -0.61810], [2.57617, -1.45898, 3.56009], [-5.18072, 1.66361, 0.58701], [-8.71095, 2.06320, -2.42643], [6.60133, -9.50357, 11.22781], [7.87226, -3.00227, 2.19035], [3.49177, 1.24419, -4.34758], [-3.57521, 6.57493, 1.09255], [5.08125, -1.45503, 6.11360], [7.74760, -0.06609, 1.32072], [-4.23634, -1.00810, -0.67149], [-9.03159, 4.59738, -4.12652], [-9.97777, 3.27769, -2.19839], [6.19461, -2.31099, 0.56754], [9.06429, -2.18754, 1.18897], [6.89158, -2.67245, -7.19630], [8.15718, -0.79126, -8.07410], [-0.38413, 0.93881, 1.49907], [5.38551, -9.74641, 9.13298], [-3.45270, 4.90843, 0.49425], [-13.32700, 2.91888, 0.06349], [-4.83866, -0.88723, 2.21281], [7.46121, -1.15273, -9.64643], [2.99958, -0.21304, 5.46085], [2.75717, -5.31843, 7.43618], [-8.29895, 4.81390, -1.84119], [-8.36554, 0.13524, 0.30045], [-5.91368, 0.24928, -0.19578], [4.38151, 2.97820, -6.71658], [-2.72181, 5.33642, 2.03382], [4.54835, -6.14261, 8.98728], [-6.67279, 1.57578, 2.39292], [-9.92737, 2.34198, -7.18731], [-12.08945, 3.59348, -1.05101], [3.25881, -5.77520, -5.76529], [5.84796, -0.61947, -7.09263], [-7.88333, 2.42892, -9.29645], [8.85153, -1.69374, 2.88030], [-4.06883, 3.63054, 3.01826], [4.08755, -7.81710, 10.74606], [2.84942, -2.96567, -6.91694], [5.35772, -1.87252, 4.40985], [-3.58202, -2.07423, 0.64653], [-5.01747, 5.74137, 3.00034], [4.61413, -1.10489, -1.41002], [3.96453, -2.52746, 5.25043], [-12.35593, 1.84468, -0.93899], [5.77018, 1.51693, -4.58191], [4.09427, -9.56468, 11.03502], [4.07993, -0.44297, -2.94697], [-8.60775, 0.45402, -7.06481], [-5.72724, 5.30545, 1.43915], [-0.24929, 2.00091, -0.71152], [1.35335, 0.97650, 1.68786], [-9.31474, 1.49236, 2.42491], [7.20509, 0.44559, -8.91801], [-1.90289, -0.24669, -1.93384], [6.57944, -7.76911, 10.94836], [-3.73455, 0.44288, 1.87163], [3.88860, -0.74260, 0.95995], [-2.50892, 0.68551, 0.01591], [2.85812, 3.17221, -5.82706], [4.41467, 3.48153, -5.03367], [-6.96698, -0.17008, 2.18856], [5.78356, -5.63803, 7.81728], [-7.63746, 1.71041, -0.12604], [4.67901, -6.94068, 7.41192], [3.97726, -5.60348, 5.49998], [3.88346, -4.01079, 7.83899], [6.54297, -0.87368, 2.33923], [-7.21425, 1.54777, -7.05428]],
  "smiles": "COB(O)[C@]1(CCC(F)(F)C(F)(F)C(F)(F)C(F)(F)S(F)(F)(F)(F)F)OC(=O)O[C@H]1CCCCCCCCOC(C)=O.CCO.CCO.CCO.CCO.CCO.CCO.CCO.CCO.CCO.CCO",
  "total_energy_ha": -4577.15435,
  "orbital_gap_ev": 10.1,
  "mol_weight_g_mol": 1130.980
}

2.
{
  "formula": "C40H88N4O8",
  "method": "ωB97M-V/def2-TZVPD",
  "species": ["O", "O", "O", "O", "O", "O", "O", "O", "N", "N", "N", "N", "C", "C", "C", "C", "C", "C", "C", "C", "C", "C", "C", "C", "C", "C", "C", "C", "C", "C", "C", "C", "C", "C", "C", "C", "C", "C", "C", "C", "C", "C", "C", "C", "C", "C", "C", "C", "C", "C", "C", "C", "H", "H", "H", "H", "H", "H", "H", "H", "H", "H", "H", "H", "H", "H", "H", "H", "H", "H", "H", "H", "H", "H", "H", "H", "H", "H", "H", "H", "H", "H", "H", "H", "H", "H", "H", "H", "H", "H", "H", "H", "H", "H", "H", "H", "H", "H", "H", "H", "H", "H", "H", "H", "H", "H", "H", "H", "H", "H", "H", "H", "H", "H", "H", "H", "H", "H", "H", "H", "H", "H", "H", "H", "H", "H", "H", "H", "H", "H", "H", "H", "H", "H", "H", "H", "H", "H", "H", "H"],
  "xyz": [[-1.05631, -1.31696, -1.32978], [4.43231, 2.38155, 3.68798], [0.61341, 0.77450, 0.26220], [-0.76218, -3.71987, -3.15312], [2.06768, 0.65765, 2.58315], [-2.74384, 2.73190, -2.39527], [-2.79068, -1.83901, 0.88503], [0.37900, -0.76568, 5.69655], [4.82890, 1.71761, 2.51279], [-3.75934, -0.98810, 1.32818], [-2.02488, 3.88608, -2.67215], [-0.74309, -4.96057, -2.55455], [6.27198, 0.67813, 0.16122], [-0.10484, -0.38307, -1.62238], [-4.78938, -0.56587, 0.35444], [6.07096, -0.18517, 1.40565], [0.74425, -4.49778, -0.63699], [-3.02667, -5.35596, -3.39857], [1.39631, -0.56900, 4.80310], [-5.93048, 0.21699, 1.05815], [1.21239, 0.56665, 3.79734], [-5.42485, 1.32506, 1.96715], [-0.79441, -7.37503, -0.86269], [-0.34997, 4.92230, -4.15430], [-0.86955, 6.00597, -1.97037], [-2.86656, 5.12569, -0.84788], [-2.91386, -1.01493, 3.69605], [-0.04617, 2.58475, -3.64391], [0.23587, 5.64380, -2.97353], [-5.43889, -1.88601, -0.11985], [-2.27055, 0.98057, 2.00279], [-0.65227, 3.89135, -0.41996], [-1.54664, 4.63186, -1.48808], [-1.86343, 3.37328, -5.09573], [-2.67158, -4.69129, -0.98305], [-4.59658, 0.65961, 3.08354], [1.11639, -0.22915, -0.60801], [-2.06392, -5.45387, -2.12716], [6.00491, 3.65678, 1.43139], [-1.97189, -6.97330, -1.71167], [5.42312, -0.37578, 3.89330], [7.17944, 1.08974, 3.09622], [0.46642, -5.29195, -1.91246], [-3.38928, -0.10812, 2.43979], [-4.30155, 0.19458, -0.85857], [0.48469, -6.85685, -1.56807], [3.47735, 3.21425, 1.08142], [4.87705, 2.56079, 1.36240], [1.72182, -5.05623, -2.76888], [-1.11331, 3.67816, -3.83617], [5.81005, 0.59625, 2.74478], [5.11587, 1.67663, 0.13098], [-2.03206, -1.62753, 3.50831], [-2.13601, -4.87693, -0.05204], [-3.42741, 4.25545, -0.50697], [1.26180, -1.08050, 0.05694], [1.36419, -1.45416, 4.16783], [5.74182, 4.48022, 0.76743], [-2.66555, -0.32359, 4.50134], [1.01505, 0.64355, 1.12426], [8.00525, 0.38198, 3.02390], [-0.71131, -8.45660, -0.75599], [-0.91074, -3.11811, -2.42004], [-1.43534, 0.41212, 1.59367], [5.45404, 0.10855, 4.86930], [5.24974, 2.26757, -0.77510], [-0.91248, -6.84962, 0.08499], [7.05422, 3.43758, 1.23390], [0.85521, 6.45207, -3.36240], [-0.64340, 4.33596, 0.57521], [1.87910, -4.00992, -3.03079], [-1.82793, 1.63702, 2.75197], [6.93243, -0.84808, 1.48652], [-1.13668, 2.92950, -0.25168], [1.47645, 1.47518, 4.33857], [0.86588, 4.93425, -2.43715], [0.29560, -1.70122, 5.89500], [6.01081, 4.16476, 2.39577], [-2.83610, -7.25688, -1.11099], [4.36646, -0.61543, 3.77434], [-4.24941, 1.43948, 3.76130], [5.95324, -1.32816, 3.88760], [0.79351, -3.41747, -0.77332], [2.70792, 2.53108, 0.72175], [-5.64469, -2.46793, 0.77854], [-5.33859, 0.04906, 3.59809], [0.41075, 2.57425, -2.65436], [-0.04186, -4.62259, 0.10768], [-4.87034, 0.11143, -1.78466], [7.60054, 1.79518, 2.37989], [6.42130, 0.11183, -0.75808], [-2.70800, 1.62250, 1.23817], [-6.42225, -1.65019, -0.52667], [7.24572, 1.16532, 0.21223], [-2.72247, 5.76162, 0.02558], [-3.24031, -4.41265, -3.90121], [-6.25517, 1.68102, 2.57703], [-2.45232, 2.45715, -5.05084], [-3.03578, -2.62554, 1.37788], [4.20236, 1.15502, -0.15448], [5.26218, -0.91063, 1.31794], [1.43406, -7.00456, -1.05331], [-1.53629, -1.03151, -0.54891], [-3.62280, 5.65066, -1.43150], [-2.71320, -3.62955, -1.22615], [0.20087, -0.56558, -2.65259], [1.66707, -5.53764, -3.74528], [-0.51676, 1.60685, -3.74566], [3.55192, 3.97462, 0.30402], [-4.88436, -2.50637, -0.82394], [2.43055, -0.59501, 5.14629], [-0.63971, 0.55107, -1.79388], [0.83448, 2.53104, -4.28396], [-2.08557, -7.69868, -2.51728], [0.44559, -7.37650, -2.52543], [-1.01744, 5.63034, -4.64549], [0.41884, 3.75922, -0.57276], [-2.12938, 2.30237, -1.79566], [-4.90538, 2.05658, 1.34817], [1.68851, -4.80591, -0.18808], [-2.56038, 4.19371, -5.26676], [5.24563, 2.83878, 3.91394], [-2.35355, -5.89010, -4.06916], [-1.40955, 3.46780, -6.08222], [2.58104, -5.47026, -2.24123], [-1.59592, 6.70039, -2.39260], [-0.41177, 6.47313, -1.09842], [0.39189, 4.68056, -4.91544], [-6.47582, 0.74904, 0.27864], [3.12135, 3.72339, 1.97703], [-3.66266, -5.06353, -0.72361], [2.89156, 1.02418, 2.91251], [7.18551, 1.70101, 3.99865], [-3.27908, -0.07301, -1.12509], [-3.93666, -5.94194, -3.26955], [-4.24896, 1.27778, -0.74892], [-6.52674, -0.39495, 1.73499], [0.20422, 0.67865, 3.39839], [2.07081, 0.09944, -1.01937], [-3.67452, -1.76544, 3.91102]],
  "smiles": "CC1(C)CCCC(C)(C)N1O.CC1(C)CCCC(C)(C)N1O.CC1(C)CCCC(C)(C)N1O.CC1(C)CCCC(C)(C)N1O.OCCO.OCCO",
  "total_energy_ha": -2397.46304,
  "orbital_gap_ev": 8.1,
  "mol_weight_g_mol": 753.164
}